Below is a gas-phase ion, C3H9N2O (charge +1), with properties calculated with ωB97M-V/def2-TZVPD.

* max |F|: 0.09048 hartree/bohr
* electronic energy: -8274.5778 eV
* HOMO level: -12.09 eV
* total charge: +1
* HOMO-LUMO gap: 8.588 eV

Geometry as XYZ:
```
15
Properties=species:S:1:pos:R:3:forces:R:3
O -0.365 2.405 0.561 0.71 2.28 -0.86
N -1.329 -1.481 -1.041 3.48 -1.46 -2.72
N 0.883 0.490 0.760 1.48 -0.43 -1.53
C -0.134 1.230 -0.152 -0.52 0.44 1.83
C 0.778 -0.862 0.218 2.20 -1.95 -1.54
C -0.651 -1.024 -0.031 -2.70 2.99 1.84
H 0.157 3.243 0.203 -1.63 -2.67 0.85
H -1.332 -0.979 0.857 1.02 0.19 -0.48
H 1.348 -0.918 -0.732 -0.26 0.05 0.45
H 0.588 0.361 1.692 -1.21 0.87 1.46
H 1.821 0.912 0.855 0.00 -0.41 -0.31
H -0.891 -1.732 -1.962 -0.80 0.54 1.38
H 1.168 -1.682 0.864 -0.07 0.79 -0.14
H 0.243 1.529 -1.128 0.74 -0.94 -0.18
H -2.286 -1.493 -0.962 -2.46 -0.31 -0.04
```
Forces are in eV/Å.